No. 1
The following is a DFT calculation (ωB97M-V/def2-TZVPD) of a molecular structure, C28H31AuNOPS5.

```
68
Properties=species:S:1:pos:R:3
Au 0.4824 -1.0520 0.0647
O 3.3191 -1.6218 -0.0168
C 2.6057 -0.6870 -0.0054
C 3.0466 0.7301 -0.0046
C 4.4119 0.9996 0.0626
C 4.8328 2.3176 0.0749
C 3.9022 3.3512 0.0266
C 2.5441 3.0771 -0.0401
C 2.1153 1.7549 -0.0697
P 0.3864 1.2691 -0.1827
C -0.2515 1.6548 -1.8232
C -0.8181 0.6708 -2.6296
C -1.3204 1.0023 -3.8807
C -1.2505 2.3110 -4.3311
C -0.6825 3.2966 -3.5316
C -0.1897 2.9745 -2.2800
C -0.4754 2.3267 0.9786
C -1.7458 2.8192 0.6838
C -2.3989 3.6300 1.6007
C -1.7839 3.9551 2.8010
C -0.5158 3.4679 3.0945
C 0.1374 2.6495 2.1907
H 5.1186 0.1831 0.1166
H 5.8883 2.5445 0.1364
H 4.2386 4.3790 0.0502
H 1.8306 3.8902 -0.0460
H -0.8706 -0.3571 -2.2950
H -1.7667 0.2365 -4.5009
H -1.6406 2.5684 -5.3067
H -0.6302 4.3180 -3.8831
H 0.2320 3.7546 -1.6599
H -2.2141 2.5985 -0.2679
H -3.3800 4.0221 1.3688
H -2.2913 4.5960 3.5094
H -0.0372 3.7286 4.0289
H 1.1236 2.2680 2.4272
C -3.3667 -0.5017 2.1339
C -3.2024 -0.5635 0.6242
S -1.9656 -1.6950 -0.0716
C -2.2146 -3.2642 0.7975
C -1.6850 -3.4490 2.2245
S -0.0716 -2.7022 2.5801
C -0.3645 -1.8889 4.1731
C -1.6342 -1.0544 4.3195
S -1.9157 0.1551 3.0020
H -3.6314 -1.4764 2.5375
H -4.2140 0.1563 2.3333
H -2.9309 0.4129 0.2200
H -4.1489 -0.8509 0.1626
H -1.7576 -3.9891 0.1271
H -3.2903 -3.4497 0.7744
H -1.6151 -4.5228 2.3994
H -2.3942 -3.0609 2.9474
H 0.5181 -1.2604 4.2999
H -0.3371 -2.6424 4.9610
H -1.5578 -0.4982 5.2542
H -2.5228 -1.6755 4.4212
S 0.9345 -3.4194 -0.3888
C 1.4879 -3.4385 -1.9900
N 1.9473 -4.5335 -2.5596
C 2.5951 -4.3789 -3.8657
C 1.9790 -3.1239 -4.4725
S 1.5430 -2.0724 -3.0444
H 2.0394 -5.3860 -2.0238
H 2.4078 -5.2556 -4.4814
H 3.6709 -4.2684 -3.7182
H 1.0675 -3.3393 -5.0259
H 2.6774 -2.5911 -5.1115
```

Properties
**Energy relative to the best compared isomer or geometry (same formula, charge and spin)**: 36.6 kJ/mol
**2S+1**: 1
**Calculated total energy**: -100221.86765 eV
**Total charge**: +2
**HOMO-LUMO gap**: 7.11 eV

***

No. 2
The following is a DFT calculation (ωB97M-V/def2-TZVPD) of 5 unconnected molecules or ions with the total composition C28H31BCl2F4O3PS2.

```
72
Properties=species:S:1:pos:R:3
C 3.8564 2.6072 5.1555
B 3.2342 2.1909 3.8108
O 3.5059 2.7076 2.6122
S 1.8724 0.7346 3.6284
C 0.4937 1.0774 4.8289
Cl 0.6246 2.6969 5.5068
C -0.8163 0.8458 4.0594
C -2.0280 1.5350 4.6621
Cl -1.0155 -0.9277 3.9675
P 2.9363 -1.0806 4.2471
O 4.2017 -0.4061 4.9604
O 1.9960 -1.5423 5.4361
S 3.2393 -2.1740 2.7555
H 4.9411 2.6009 5.0091
H 3.5826 3.6391 5.3924
H 3.6109 1.9735 6.0006
H 3.6993 2.0798 1.8947
H 0.6063 0.3457 5.6218
H -0.6760 1.1751 3.0307
H -2.9254 1.0302 4.3110
H -2.0737 2.5676 4.3217
H -2.0214 1.5065 5.7512
H 5.0033 -0.9406 4.8102
H 2.4604 -1.8004 6.2488
F 4.4567 2.1622 -0.1757
C 3.5827 2.7431 -1.0525
C 3.8921 2.7876 -2.3931
C 2.9622 3.3633 -3.2484
C 1.7681 3.8770 -2.7573
C 1.4913 3.8185 -1.3986
C 2.4138 3.2479 -0.5340
H 4.8259 2.3777 -2.7523
H 3.1685 3.3996 -4.3091
H 1.0513 4.3141 -3.4390
H 0.5623 4.2157 -1.0117
H 2.2316 3.1611 0.5276
F 1.2674 1.3418 -5.0966
C 0.7904 0.4207 -4.2302
C 1.2900 -0.8642 -4.2822
C 0.7912 -1.7990 -3.3852
C -0.1873 -1.4423 -2.4672
C -0.6718 -0.1409 -2.4431
C -0.1821 0.8067 -3.3305
H 2.0430 -1.1216 -5.0145
H 1.1669 -2.8132 -3.4115
H -0.5769 -2.1799 -1.7785
H -1.4417 0.1398 -1.7361
H -0.5447 1.8252 -3.3354
F -4.1310 -0.6927 -6.8668
C -3.0304 -0.1989 -7.4729
C -3.1281 0.2299 -8.7810
C -1.9907 0.7373 -9.3937
C -0.7890 0.8058 -8.7020
C -0.7227 0.3655 -7.3869
C -1.8508 -0.1437 -6.7589
H -4.0744 0.1629 -9.2996
H -2.0475 1.0810 -10.4180
H 0.0931 1.2024 -9.1863
H 0.2124 0.4115 -6.8495
H -1.8238 -0.4926 -5.7345
F -6.1972 -6.7698 4.7528
C -5.2276 -5.8630 4.5373
C -5.2329 -5.1545 3.3521
C -4.2300 -4.2202 3.1389
C -3.2483 -4.0124 4.0980
C -3.2682 -4.7410 5.2792
C -4.2657 -5.6770 5.5104
H -6.0071 -5.3388 2.6204
H -4.2189 -3.6536 2.2169
H -2.4697 -3.2816 3.9244
H -2.5035 -4.5843 6.0291
H -4.3068 -6.2555 6.4227
```

Properties
**2S+1**: 1
**Calculated total energy**: -103228.73384 eV
**Total charge**: +1
**HOMO-LUMO gap**: 6.41 eV

***

| no. | LUMO level (eV) | HOMO energy (eV) |
| --- | --- | --- |
| 1 | -6.36 | -13.47 |
| 2 | -3.97 | -10.39 |